(1)
An isolated molecule of C7H14 in a non-equilibrium geometry, computed with ωB97M-V/def2-TZVPD.

Results
SMILES string: C=CCCCCC
Frontier orbital gap, eV: 10.507

```
21
C7H14, DFT ωB97M-V/def2-TZVPD
C 2.486 -2.563 -0.825
C 1.442 -1.767 -1.090
C 1.402 -0.357 -0.664
C 0.499 0.018 0.531
C -0.690 0.836 0.025
C -1.659 1.263 1.140
C -2.880 2.032 0.637
H 2.997 -2.357 0.113
H 2.539 -3.585 -1.203
H 0.537 -2.040 -1.639
H 2.402 -0.012 -0.354
H 1.187 0.348 -1.471
H 0.031 -0.886 0.966
H 1.088 0.625 1.225
H -1.274 0.342 -0.765
H -0.454 1.826 -0.388
H -1.108 1.936 1.836
H -1.955 0.362 1.688
H -3.551 1.992 1.503
H -3.373 1.492 -0.182
H -2.579 3.035 0.335
```

(2)
An isolated molecule of C7H14 in a non-equilibrium geometry, computed with ωB97M-V/def2-TZVPD.

Results
SMILES string: CC[C@@]1(C)C[C@H]1C
Frontier orbital gap, eV: 10.681

```
21
C7H14, DFT ωB97M-V/def2-TZVPD
C 1.811 -0.810 0.903
C 1.118 -0.602 -0.447
C 0.080 0.511 -0.446
C 0.629 1.899 -0.182
C -1.066 0.441 -1.393
C -1.324 0.241 0.066
C -1.780 -1.161 0.664
H 2.516 -1.648 0.860
H 2.376 0.077 1.211
H 1.081 -1.027 1.691
H 1.871 -0.372 -1.215
H 0.652 -1.544 -0.763
H 1.402 2.157 -0.918
H 1.077 1.971 0.815
H -0.158 2.660 -0.247
H -1.468 1.291 -1.943
H -1.305 -0.623 -1.750
H -1.822 1.054 0.586
H -1.419 -1.244 1.697
H -1.401 -2.040 0.123
H -2.875 -1.238 0.682
```

For each record above, in turn, the calculated total energy values are -275.056203; -275.074991 Ha.
For each record above, in turn, the calculated HOMO energy values are -9.33; -9.57 eV.
For each record above, in turn, the calculated energy relative to the best compared isomer or geometry (same formula, charge and spin) values are 1.634; 1.123 eV.